Entry from the OMol25 dataset: C54H135CdN11O24 as an isolated structure at a distorted geometry (wB97M-V/def2-TZVPD).

Atoms and positions in Å:
Cd  1.42609  -2.79898  -1.92980
N  -0.44116  -0.48321  -0.35669
O  -0.16144  0.04027  0.72595
O  -1.13163  0.09058  -1.22950
O  -0.08802  -1.72069  -0.56146
N  3.21095  -4.73030  -3.07079
O  2.92590  -4.99821  -1.87414
O  3.88582  -5.40554  -3.81592
O  2.65356  -3.72443  -3.58131
C  7.77140  -5.58352  6.72113
O  6.61590  -5.24558  5.93357
C  6.95939  -4.12154  5.18408
C  5.73059  -3.70008  4.28349
N  5.50187  -2.27776  4.53447
C  4.52370  -1.62463  3.70329
C  4.22348  -0.28822  4.26926
O  5.43091  0.43317  4.14621
C  5.45739  1.73582  4.72288
H  8.42394  -4.72762  6.87235
H  8.30338  -6.36403  6.15966
H  7.48481  -5.94533  7.68573
H  7.93123  -4.30954  4.64081
H  7.18940  -3.26449  5.83074
H  4.96438  -4.29921  4.72137
H  5.80592  -3.94442  3.21946
H  6.39069  -1.80680  4.43408
H  3.64996  -2.23604  3.80381
H  4.88660  -1.49050  2.69790
H  3.90925  -0.21520  5.32154
H  3.40233  0.15833  3.66106
H  6.49367  2.07191  4.74666
H  5.22448  1.71084  5.79639
H  4.90738  2.48336  4.11495
C  -2.51154  -2.93192  1.59325
O  -2.92857  -3.52159  0.32420
C  -4.19041  -3.17263  -0.17544
C  -4.26706  -1.72111  -0.59211
N  -5.63484  -1.33040  -1.05327
C  -5.72921  0.06710  -1.34455
C  -7.13514  0.29807  -1.79476
O  -7.40925  -0.44960  -3.02628
C  -8.63991  -0.23262  -3.65637
H  -1.76246  -2.15797  1.45938
H  -2.30070  -3.67117  2.40985
H  -3.39557  -2.36137  1.98827
H  -4.99130  -3.34431  0.52485
H  -4.31112  -3.77296  -1.12233
H  -3.45305  -1.47691  -1.32651
H  -4.04921  -1.10881  0.33551
H  -5.96220  -1.82982  -1.85748
H  -4.99488  0.48366  -2.04507
H  -5.62879  0.62877  -0.45084
H  -7.34672  1.37353  -1.99554
H  -7.77791  0.00022  -0.96971
H  -8.49477  -0.66901  -4.66632
H  -8.80006  0.86150  -3.88888
H  -9.56405  -0.61286  -3.13665
C  -1.15499  0.04380  4.02685
O  -0.68115  -1.13585  4.62532
C  0.65148  -1.18808  4.96116
C  0.93372  -1.12636  6.46359
N  0.64318  0.04382  7.18510
C  1.48598  1.18557  6.82807
C  0.92881  2.50950  7.31037
O  -0.30349  2.69624  6.54582
C  -0.75723  3.99267  6.93208
H  -1.20192  0.91181  4.64277
H  -2.20020  -0.08019  3.72714
H  -0.59976  0.32660  3.16459
H  1.21296  -0.43091  4.44109
H  1.09355  -2.16306  4.51190
H  1.95695  -1.37706  6.58500
H  0.42986  -1.96875  6.88396
H  -0.29058  0.23742  7.32829
H  1.58602  1.35344  5.75719
H  2.58405  1.06183  7.08140
H  1.61879  3.32831  7.07440
H  0.72107  2.42048  8.36829
H  -0.06529  4.74426  6.66791
H  -0.92387  4.05742  7.98465
H  -1.71839  4.16650  6.39495
C  5.73699  2.19618  0.90202
O  4.55200  2.76788  0.38349
C  3.43521  2.46458  1.16716
C  2.21373  3.14730  0.59083
N  0.99489  2.82917  1.23411
C  0.86274  2.89304  2.71004
C  0.58970  4.28970  3.27065
O  1.76539  5.15113  3.14978
C  1.45166  6.32862  3.91317
H  5.99262  2.59959  1.90711
H  6.41572  2.52551  0.12188
H  5.76824  1.09477  0.89256
H  3.49987  2.85311  2.22907
H  3.26646  1.36684  1.12450
H  2.18788  2.81166  -0.44870
H  2.36178  4.26673  0.54658
H  0.71146  1.90736  0.90958
H  1.69221  2.42262  3.20525
H  -0.02506  2.27808  2.91013
H  0.29011  4.15356  4.29677
H  -0.29065  4.72931  2.77469
H  1.73813  6.15538  4.95787
H  0.37270  6.44857  3.90523
H  1.83276  7.24672  3.53296
C  0.03818  -2.32290  -4.96106
O  -0.20826  -2.28890  -3.56234
C  -1.44897  -2.69911  -3.05265
C  -1.38646  -4.21904  -2.63853
N  -0.36159  -4.31199  -1.61318
C  -0.00062  -5.72044  -1.35916
C  -1.00654  -6.38626  -0.48573
O  -0.81731  -5.73409  0.73405
C  -1.78331  -6.13831  1.70765
H  -0.41628  -3.19077  -5.44642
H  1.12646  -2.17610  -4.98007
H  -0.41620  -1.47338  -5.48760
H  -2.29129  -2.61237  -3.77222
H  -1.81901  -2.06978  -2.24907
H  -1.01159  -4.74588  -3.51563
H  -2.31590  -4.67299  -2.32476
H  -0.81415  -4.00637  -0.73679
H  1.00329  -5.75567  -0.83906
H  0.21246  -6.17753  -2.35726
H  -0.71397  -7.43745  -0.40609
H  -2.01861  -6.23257  -0.91599
H  -2.76229  -5.78297  1.38090
H  -1.48904  -5.67309  2.64222
H  -1.75231  -7.20703  1.80519
C  -2.11260  2.27854  -5.30645
O  -2.81602  1.08173  -5.68395
C  -3.38833  0.34626  -4.67838
C  -4.12875  -0.85870  -5.24520
N  -4.81405  -1.71654  -4.26325
C  -5.55696  -2.78420  -4.92176
C  -6.16762  -3.70178  -3.85963
O  -6.34619  -4.96768  -4.42748
C  -7.10471  -5.85934  -3.63840
H  -1.41446  2.53154  -6.08886
H  -1.49456  2.15444  -4.39533
H  -2.85891  3.03443  -5.12512
H  -4.02333  1.04279  -4.05437
H  -2.66244  -0.01606  -3.98703
H  -3.38954  -1.44172  -5.79490
H  -4.81767  -0.45718  -6.00767
H  -5.48999  -1.10761  -3.80977
H  -4.81960  -3.47200  -5.40860
H  -6.23097  -2.36176  -5.64324
H  -7.15577  -3.25438  -3.60034
H  -5.55093  -3.72078  -2.94289
H  -7.30858  -6.68695  -4.30422
H  -8.05820  -5.33257  -3.41607
H  -6.61031  -6.15738  -2.72108
C  0.82856  0.56987  -7.17787
O  1.49848  1.67638  -6.71648
C  2.86167  1.73236  -7.02420
C  3.27346  3.19008  -6.85991
N  2.80035  4.00664  -5.80132
C  3.33747  3.73397  -4.50160
C  2.74395  4.67252  -3.50114
O  1.34978  4.39075  -3.45412
C  0.83368  5.28511  -2.52375
H  -0.14675  0.59077  -6.74203
H  1.33097  -0.35925  -6.93364
H  0.76366  0.57331  -8.29218
H  2.90514  1.39772  -8.06956
H  3.46415  1.00528  -6.46477
H  3.03556  3.61870  -7.80499
H  4.38137  3.17437  -7.05028
H  1.79849  3.97225  -5.82169
H  4.43188  3.98917  -4.53590
H  3.28125  2.71759  -4.11015
H  2.93139  5.69240  -3.89557
H  3.21446  4.54542  -2.54730
H  1.19435  5.01584  -1.53478
H  -0.26555  5.28736  -2.53342
H  1.01841  6.32249  -2.80747
C  -2.80403  8.56994  0.99715
O  -2.19314  7.91844  -0.04485
C  -1.55527  6.69948  0.30043
C  -2.30620  5.44183  -0.01022
N  -1.76200  4.29729  0.64737
C  -1.92659  2.97711  0.04576
C  -3.39009  2.55558  -0.02292
O  -4.02311  2.40441  1.25230
C  -4.33754  3.62401  1.94264
H  -3.68180  8.02040  1.41690
H  -3.10022  9.55607  0.63643
H  -2.13704  8.71483  1.86191
H  -1.34076  6.63637  1.35459
H  -0.56953  6.67329  -0.24170
H  -2.23572  5.24823  -1.11977
H  -3.40686  5.61530  0.19304
H  -0.75900  4.48557  0.75712
H  -1.21337  2.31674  0.58407
H  -1.50195  3.01008  -1.05201
H  -3.38822  1.55623  -0.50508
H  -3.97939  3.25612  -0.59331
H  -4.54982  3.40951  3.02209
H  -5.14022  4.14595  1.43333
H  -3.44268  4.26824  1.89862
C  1.41537  0.67315  -3.51165
O  1.97742  -0.37711  -2.63529
C  2.83603  0.07039  -1.60819
C  3.79386  -1.09487  -0.97078
N  3.02022  -2.29349  -0.49639
C  2.65702  -2.15565  0.94423
C  2.18391  -3.49290  1.51744
O  3.20276  -4.42074  1.26809
C  2.93202  -5.72275  1.68340
H  1.28547  1.57486  -2.91271
H  0.42682  0.33768  -3.81782
H  2.00663  0.78055  -4.44934
H  2.19985  0.38997  -0.74824
H  3.43842  0.93339  -1.93214
H  4.49370  -0.75779  -0.21461
H  4.46972  -1.41719  -1.74645
H  3.57672  -3.14671  -0.62578
H  1.81249  -1.43444  1.00784
H  3.53616  -1.83044  1.48730
H  1.25028  -3.78416  0.98258
H  1.89313  -3.49282  2.60909
H  2.20755  -5.85298  2.47568
H  3.89209  -6.25724  1.86496
H  2.59510  -6.27191  0.81357

Calculated values
maximum force: 3.15 eV/Å
net charge: 0
LUMO: 0.6 eV
Kohn-Sham gap: 8.8 eV

Mulliken atomic charge list, values in e, 4 entries: Cd 4.104; N -0.710; O 0.340; O -0.396